A 12-piece molecular cluster, C4H28O11 overall at a distorted geometry. Source: OMol25; level of theory: the ωB97M-V functional and the def2-TZVPD basis.

```
43
Properties=species:S:1:pos:R:3:forces:R:3
C -2.377520 -0.858675 -2.397773 -0.502 -1.255 -0.200
C -1.308162 -0.578399 -3.138725 -1.929 0.120 1.403
C -0.973401 0.813443 -3.212498 3.022 1.045 -0.218
C 0.270413 1.267350 -2.926671 -0.203 -1.391 -0.535
H -3.039975 -0.077426 -2.074846 -0.118 0.304 0.203
H -2.692682 -1.863947 -2.075674 0.284 0.435 -0.387
H -0.653967 -1.327155 -3.467913 0.991 -0.862 -0.473
H -1.678230 1.579548 -3.485711 -0.564 -0.095 0.114
H 0.381375 2.312130 -2.996666 0.562 1.198 0.008
H 1.209886 0.671794 -2.707257 -1.536 0.608 -0.313
O 0.237134 0.410738 2.709833 -0.314 1.598 0.363
H 0.386901 -0.481962 3.006988 0.318 -0.312 -0.479
H 0.394997 0.438887 1.769328 0.089 -0.362 -0.414
O -0.612856 1.731906 -0.016635 0.131 2.386 -2.542
H -1.163028 2.551054 0.159914 0.766 -1.246 0.312
H -0.207254 2.056680 -0.907324 -0.727 -1.184 2.067
O -2.247299 -0.214800 0.558764 1.190 0.529 -0.372
H -1.699476 0.244706 -0.147267 -0.905 -0.576 1.353
H -1.784064 0.050394 1.393114 -0.251 -0.982 -1.754
O 2.496907 -0.685791 1.764222 0.196 0.220 -0.936
H 2.362415 0.262306 1.809865 0.101 0.310 0.731
H 2.566826 -0.773141 0.798195 0.178 -0.732 0.090
O 1.868443 -3.199113 0.631504 0.224 -0.013 1.127
H 1.674335 -2.975813 1.563832 0.238 -0.125 -0.767
H 1.143933 -3.768737 0.347061 0.048 0.244 -0.052
O -2.468204 0.378499 3.207417 -0.544 -0.511 1.639
H -2.073028 0.887327 2.510492 -0.103 0.470 -0.019
H -2.932319 -0.392619 2.860923 -0.175 0.448 -0.443
O -0.935352 -2.034448 3.308267 -0.015 0.561 0.268
H -1.229709 -1.126991 3.552522 -0.102 -0.582 -0.138
H -0.086461 -2.126797 3.749147 -0.019 -0.406 0.247
O 0.038125 -3.071726 -1.096031 -1.684 1.042 -0.491
H -0.602327 -3.368469 -1.747627 0.221 -0.880 -0.558
H -0.537785 -2.331388 -0.798165 0.965 -0.147 0.620
O 2.961976 -0.618160 -1.491939 0.008 0.363 0.100
H 3.477677 -1.419029 -1.606951 0.212 -0.179 0.140
H 2.095438 -0.870805 -1.811127 -0.358 -0.272 0.043
O 1.931558 2.899990 -0.574271 1.827 1.076 -0.199
H 2.141577 1.993112 -0.802778 0.157 -0.402 -0.071
H 2.814790 3.374456 -0.663995 -1.735 -0.813 0.205
O 0.115865 3.853281 1.463946 0.239 -1.791 0.929
H 0.699890 3.310825 0.913655 0.491 0.947 -1.098
H 0.032639 3.076968 2.068853 -0.675 1.217 0.497
```
Positions in Å, forces in eV/Å.

E_HOMO   -9.804 eV
Total charge   0
Total energy   -27122.3206 eV
Gap between HOMO and LUMO   9.9 eV
Energy relative to the best compared isomer or geometry (same formula, charge and spin)   355.74 kJ/mol